No. 1
{
  "formula": "C42H68CaN5O2P2SiTe",
  "method": "ωB97M-V/def2-TZVPD",
  "species": ["H", "C", "C", "C", "H", "H", "H", "C", "C", "C", "H", "H", "H", "H", "C", "H", "H", "O", "H", "H", "H", "C", "N", "H", "H", "C", "H", "H", "C", "H", "P", "H", "C", "H", "C", "H", "C", "H", "Ca", "C", "C", "H", "H", "H", "C", "H", "H", "H", "H", "H", "H", "C", "C", "C", "C", "C", "Te", "H", "C", "C", "P", "H", "H", "H", "H", "H", "C", "C", "C", "O", "H", "H", "H", "Si", "H", "C", "C", "H", "H", "H", "H", "C", "C", "H", "H", "N", "H", "C", "C", "H", "H", "H", "H", "N", "H", "H", "N", "C", "C", "H", "C", "H", "H", "H", "H", "H", "H", "C", "H", "C", "C", "H", "C", "H", "H", "C", "C", "H", "H", "C", "H", "N"],
  "coordinates": [[0.8681, 4.2035, 0.7470], [-3.7880, 2.1071, 2.7635], [1.2097, 0.3565, 5.2675], [-0.2056, 1.2253, 2.9524], [1.6498, 0.1557, 6.2133], [-0.9806, 1.8073, -5.2658], [5.8082, 4.9514, -0.1883], [1.9793, 2.3302, -3.4405], [1.8794, 0.6529, 4.1255], [5.5804, -1.2258, -2.4858], [-4.2527, -0.7314, 0.6624], [4.4873, -0.7383, 1.3889], [3.0363, 2.0359, -3.4648], [-2.8262, -6.6540, 2.0354], [3.7916, 3.3612, 2.0792], [2.6300, -2.4362, -3.9150], [-3.6748, 1.4996, 3.7107], [-0.8652, -6.1505, -0.7490], [-5.4514, 2.8286, 1.5262], [3.0458, -1.6678, 1.7450], [1.7078, -1.6166, -1.9364], [1.2072, 0.9385, 2.8753], [-3.9439, -4.2393, -1.1599], [-1.3203, 3.8887, 3.9265], [-0.8057, 0.1758, 6.1038], [0.2642, -7.0479, -0.3009], [-1.6349, 2.4790, -2.5998], [-0.3012, 1.1182, -0.9996], [1.1085, 1.7686, -4.5822], [3.6373, 3.3217, 3.1722], [2.3964, 1.1617, -0.8337], [0.4116, 6.4444, -0.0533], [-4.7307, 0.3158, 0.4615], [5.2431, -2.7297, -4.1167], [-0.0906, 6.5366, 2.0960], [0.9273, -6.4301, 0.3143], [1.2964, 2.0754, -2.0600], [-0.2589, 7.5991, 2.1208], [-2.2305, -4.2309, 0.5239], [-0.2967, 6.0024, 0.7026], [3.4931, -0.6784, 1.9072], [-1.9441, 0.4761, 3.8815], [1.4398, 2.3091, -5.5154], [-5.8763, -7.1553, 0.5622], [-0.1825, 4.4832, 0.5825], [-0.2725, -7.8401, 0.2944], [0.3428, 0.0801, -2.2475], [3.4536, -3.4027, -2.6161], [0.9383, 6.3782, 2.4251], [3.1353, -1.9786, -0.9085], [3.0027, 0.6875, 4.1053], [-0.0094, -7.2219, -2.7216], [-0.8661, 5.8317, 3.1641], [0.9429, -7.5849, -1.5494], [-1.1145, -6.3240, -2.1535], [4.7520, -1.9093, -3.6002], [-3.0313, -1.8178, 2.4245], [-1.2420, 6.3455, 0.2664], [0.0678, 1.1336, -2.0799], [2.8451, -1.5139, -1.9020], [-0.9985, 1.8932, 1.4809], [-1.7386, 0.7921, -3.1191], [-0.5273, -8.0685, -3.2228], [-2.1005, 4.0406, 1.4320], [4.4997, -1.1783, -4.3939], [-6.9365, -7.1987, -0.7768], [4.8274, -0.0880, -1.7702], [3.4041, -2.3945, -3.0677], [-0.8847, 0.7012, 4.0357], [-2.3823, -5.8310, 2.2204], [5.8160, -2.0047, -1.6739], [-3.8697, 2.2091, -0.0711], [-0.4590, 6.1531, 4.1278], [2.3102, 0.7337, 1.4165], [-3.5018, 3.1343, 3.0217], [-0.3836, 2.1792, -4.4087], [-0.2212, 0.3599, 5.1923], [1.0062, 3.0671, -1.6718], [-2.1247, -6.6265, -2.2868], [-1.0026, -5.4158, -2.7325], [-0.4736, 3.2695, -4.4636], [4.3286, 3.5125, -0.6944], [-0.7063, 4.2911, 3.1417], [-5.2913, 0.3136, -0.5379], [1.9900, -7.1948, -1.6733], [-5.5304, -5.6741, -0.7599], [1.9570, 3.4003, -3.4836], [3.3188, 2.3196, 1.2326], [-1.0218, 3.8136, 1.7338], [-6.6488, 0.8022, 1.2843], [0.3500, 4.0678, 3.3034], [6.6321, -1.0097, -2.7993], [-2.7161, 0.8683, -0.2941], [-6.0184, -4.8921, -1.8016], [-5.5602, -0.0375, 2.4089], [3.1175, 0.2128, -2.9842], [-4.3356, -5.2433, -0.3339], [-3.5120, 1.2701, 0.3475], [-1.0492, 1.6353, -3.0973], [-0.4485, 4.1653, -0.4043], [-4.9475, -4.0735, -2.0245], [-2.6653, 0.3970, 2.1520], [1.1990, 0.6632, -4.8316], [3.7584, -0.6121, 2.9378], [-4.9289, -3.3462, -2.8284], [4.3760, 3.5978, -1.7526], [1.0889, -8.6912, -1.4348], [-5.6315, 0.7150, 1.6339], [-1.9088, 6.0631, 3.1916], [3.3116, -0.0916, -1.9618], [4.9796, 4.3175, 0.1796], [5.1074, 0.8832, -2.1536], [-2.8606, 1.4465, 1.7321], [5.1837, 4.9178, 2.2809], [-2.3686, -5.6480, 3.1969], [-5.2514, 2.0525, 2.2656], [3.4963, 2.4602, -0.1409], [-5.8562, 2.3141, 3.1502], [5.1332, -0.1261, -0.7392], [4.7069, 4.2712, 1.5670], [0.5458, -6.6358, -3.5144], [-5.9649, -6.9635, -0.4444]],
  "lowdin_charge": [0.100, -0.200, -0.102, -0.406, 0.079, 0.102, 0.103, -0.205, -0.155, -0.184, -0.068, 0.029, 0.090, 0.038, -0.079, 0.123, 0.108, -0.269, 0.098, 0.025, 0.114, -0.290, -0.193, 0.102, 0.100, -0.140, 0.115, 0.043, -0.200, 0.104, 1.077, 0.115, -0.278, 0.097, -0.224, 0.117, -0.376, 0.099, 0.914, -0.221, -0.193, 0.013, 0.110, 0.064, -0.220, 0.130, 0.087, 0.101, 0.113, 0.119, 0.089, -0.153, -0.217, -0.169, -0.213, -0.217, -0.057, 0.106, -0.243, -0.226, 1.128, 0.095, 0.114, 0.120, 0.109, 0.089, -0.209, -0.207, -0.152, -0.221, 0.124, 0.093, 0.106, 0.528, 0.086, -0.198, -0.076, 0.103, 0.102, 0.107, 0.101, -0.088, -0.198, 0.111, 0.117, -0.347, 0.097, -0.290, -0.414, 0.090, 0.111, 0.109, 0.070, 0.028, 0.055, 0.077, -0.170, -0.258, -0.163, 0.076, -0.288, -0.144, 0.123, -0.008, 0.084, 0.081, 0.115, -0.235, 0.099, -0.432, -0.125, 0.096, -0.519, 0.089, 0.089, -0.214, -0.349, 0.103, 0.088, -0.097, 0.119, 0.036],
  "e_above_lowest_ev": 3.014,
  "e_homo_ev": [-1.479, -2.032],
  "homo_lumo_gap_ev": [3.22, 3.79],
  "total_charge": -1,
  "max_force_ev_per_a": 3.42,
  "spin_multiplicity": 1,
  "total_energy_ev": -108383.5040
}

---

No. 2
{
  "formula": "C42H68ClNO8S",
  "method": "ωB97M-V/def2-TZVPD",
  "species": ["H", "C", "H", "H", "N", "C", "H", "H", "C", "H", "H", "C", "C", "H", "O", "H", "C", "H", "C", "H", "C", "C", "C", "H", "H", "H", "H", "C", "H", "O", "H", "H", "H", "H", "H", "H", "H", "H", "H", "H", "H", "H", "H", "H", "C", "C", "C", "C", "H", "H", "H", "H", "C", "C", "H", "H", "C", "C", "C", "Cl", "H", "H", "H", "H", "H", "C", "H", "C", "C", "C", "H", "H", "O", "C", "S", "H", "H", "C", "H", "H", "O", "H", "H", "H", "O", "H", "H", "O", "H", "C", "C", "C", "O", "C", "O", "H", "C", "C", "C", "C", "H", "H", "H", "H", "H", "H", "H", "H", "C", "H", "H", "H", "C", "H", "C", "C", "C", "H", "C", "C", "C"],
  "coordinates": [[3.1938, 0.2406, 0.2213], [-0.1187, 1.0294, -5.5121], [-1.4828, 1.6652, -8.6569], [-5.3521, -1.1252, -4.7706], [-3.5988, -1.2606, 0.2381], [-2.9979, -5.7480, 5.8594], [-5.8420, -2.2220, -0.6722], [5.4494, 2.6285, 3.0745], [-0.3371, 0.6462, 0.3837], [0.9956, 4.1454, 1.1762], [0.0932, 0.9099, -8.3363], [-3.2796, -0.6201, -2.1440], [6.8192, -2.0016, 3.2387], [-3.1379, -5.5455, 6.9186], [-1.9427, -3.6173, 5.8522], [-4.3186, 1.5862, -8.3197], [1.4105, 0.5772, -1.5392], [-3.1897, -0.1294, -4.2287], [4.0640, -1.6747, -0.1114], [2.3610, -1.2693, -1.9368], [-8.8527, -3.4395, -6.5457], [-2.4027, -0.6162, 0.6721], [-5.2451, -1.7750, -1.4507], [2.7126, 6.0827, 4.0096], [8.1907, 2.7484, 4.7473], [-5.5740, 0.8108, -9.3130], [-8.7536, -5.4743, -7.2198], [-5.7366, -1.7585, -2.7427], [-2.6458, -0.4079, -8.8657], [-9.7494, -2.6292, -6.5764], [4.8336, -2.7806, 3.4515], [0.7298, 1.0929, 2.1801], [6.1216, -3.9369, 3.8425], [7.7570, 4.2073, 5.6660], [-6.9645, -3.5168, -7.5575], [-3.8924, -1.1953, -9.8563], [6.1660, 1.2205, 3.9008], [-2.8802, -1.0902, 2.7054], [2.4025, 6.5361, 9.9132], [2.3262, -1.1024, 0.9897], [-0.5934, 0.6993, -4.5905], [5.7375, -2.6212, 4.9720], [2.0997, 4.4567, 7.4856], [3.3388, 4.3169, 8.7527], [1.8420, -0.8105, -1.0947], [-1.1503, 1.1584, -6.6063], [3.8770, -3.0733, 0.4969], [2.8345, -0.7761, 0.0859], [1.0438, 5.7868, 1.8555], [6.1161, -2.1010, 1.2154], [-2.9338, -4.7972, 3.1841], [4.5279, 1.7740, 4.3225], [-0.1474, 0.6195, 1.7675], [6.0922, 3.0063, 5.0809], [7.7904, -1.5343, 1.3947], [1.1598, 6.6654, 8.6537], [-7.4069, -3.0307, -6.6865], [3.0980, 4.7764, 7.7929], [0.7050, 1.3736, -0.4364], [-3.7495, -2.8494, 0.9123], [7.4794, 4.1443, 3.9127], [-1.3729, -5.5691, 3.5349], [-1.4803, -3.8018, 3.3961], [0.1756, 4.4953, 2.7157], [-10.2027, -5.0746, -6.2739], [7.0491, -2.2385, 1.7653], [3.8151, 4.4448, 7.0478], [-2.2776, -4.5875, 5.2146], [-5.1237, 0.8507, -8.3193], [5.5231, 2.0952, 4.0237], [-3.1958, -2.0478, -8.4615], [4.2796, -1.8051, -1.1715], [3.8835, 6.9545, 7.2427], [5.8117, -2.8938, 3.9219], [-1.7329, 0.1791, -1.8970], [4.9484, -1.2097, 0.3184], [0.3641, 1.9924, -5.3384], [7.4716, 3.5641, 4.8366], [-3.9722, -5.8907, 5.3894], [-6.7006, -2.1834, -2.9695], [-2.3191, 0.9063, -6.4194], [1.4817, 1.6822, 0.2579], [-0.9035, -0.0075, 3.6677], [3.4057, -2.9660, 1.4710], [5.4602, 3.2884, 6.0751], [-0.1923, 2.5985, -7.8739], [-2.4138, -6.6621, 5.7426], [3.0585, 3.5048, 2.3576], [2.3151, 1.1299, -1.8008], [-9.1306, -4.9140, -6.3628], [-4.9894, -1.1728, -3.7621], [1.0452, 4.7231, 2.0972], [7.4102, -1.1360, 3.8415], [-1.0600, -0.0050, 2.6026], [-4.9665, -1.0963, -6.9689], [-8.6369, -5.2780, -5.4605], [-0.6508, 1.6124, -7.9574], [-2.1672, -0.6160, 2.0518], [-3.5067, -1.0774, -8.8422], [2.1916, 6.9107, 8.9105], [7.4071, -3.2561, 1.6017], [3.5346, 4.6034, 4.5427], [4.8225, -3.5878, 0.6404], [-6.8455, -3.3211, -5.7968], [1.7998, 4.8047, 4.8455], [0.6362, 0.2980, -5.8057], [2.3162, 7.9912, 8.8987], [-7.3399, -1.9547, -6.8086], [-1.9974, -4.6970, 3.7351], [3.2207, -3.6622, -0.1372], [0.9929, -1.4563, -0.8820], [0.8361, 0.5277, -2.4561], [2.3107, 4.3379, 2.8212], [-5.8782, 1.1495, -7.5955], [-4.5739, -0.5011, -7.9456], [-1.4810, 0.0312, -0.1544], [-3.7673, -0.6053, -3.4469], [0.2916, 2.3007, -0.8362], [2.6072, 5.0046, 4.1390], [-4.0070, -1.2132, -1.1229], [3.1368, 6.2800, 7.9133]],
  "lowdin_charge": [0.106, -0.012, 0.070, 0.073, -0.384, -0.026, 0.090, 0.077, -0.237, 0.067, 0.090, -0.439, -0.489, 0.080, 0.068, 0.075, -0.228, 0.084, -0.252, 0.104, -0.504, -0.285, -0.060, 0.095, 0.086, 0.086, 0.082, -0.072, 0.062, 0.068, 0.072, 0.108, 0.088, 0.082, 0.088, 0.086, 0.068, 0.091, 0.083, 0.103, 0.041, 0.083, 0.082, 0.090, -0.194, -0.481, -0.103, -0.190, 0.087, 0.026, 0.064, 0.082, -0.042, -0.488, 0.088, 0.082, -0.030, -0.026, -0.174, 0.732, 0.086, 0.086, 0.072, 0.088, 0.079, -0.016, 0.041, -0.505, -0.014, -0.021, 0.086, 0.103, 0.065, -0.013, 1.086, 0.074, 0.093, -0.016, 0.084, 0.099, 0.072, 0.088, 0.106, 0.062, 0.047, 0.088, 0.083, 0.055, 0.116, -0.028, -0.064, -0.016, 0.059, -0.066, 0.041, 0.083, -0.021, -0.064, -0.013, -0.029, 0.092, 0.067, 0.055, 0.083, 0.086, 0.093, 0.079, 0.068, -0.032, 0.075, 0.110, 0.051, -0.491, 0.087, -0.497, -0.369, -0.094, 0.118, -0.007, -0.302, -0.503],
  "e_above_lowest_ev": 0.000,
  "e_homo_ev": -7.413,
  "homo_lumo_gap_ev": 7.84,
  "max_force_ev_per_a": 0.78,
  "spin_multiplicity": 1,
  "total_energy_ev": -85884.0105
}